Entry 1:
The following is a DFT calculation (the ωB97M-V functional and the def2-TZVPD basis) of C10H25O2PS in the gas phase.

Last column: Mulliken charge in e.
Atoms and positions in Å:
H: -0.696 1.578 -4.793  0.35
C: 1.357 1.345 1.241  -1.22
H: -1.168 -0.121 -4.752  0.31
H: 0.360 -2.010 0.213  -0.12
H: 1.333 2.432 1.100  0.62
H: 1.916 0.001 -1.196  0.25
H: 0.037 0.979 -0.447  -0.08
H: -1.501 -2.209 2.617  0.45
C: -0.732 0.719 -2.794  -0.02
H: 3.573 2.734 1.180  0.34
C: 0.084 0.775 0.623  -0.17
C: -1.725 -1.264 2.111  -0.84
H: 0.263 1.161 -2.715  0.03
H: -2.310 1.111 -4.249  0.26
H: 2.814 -0.199 1.111  0.15
H: 4.151 1.420 2.193  0.38
C: -3.721 -2.449 1.527  -0.66
H: -3.675 -2.791 0.488  0.24
H: -2.280 -0.169 -0.643  0.46
H: 2.485 1.665 -1.296  0.25
C: -1.256 0.832 -4.228  -1.18
S: -0.641 -1.007 -2.209  -0.13
H: 4.721 1.567 0.534  0.38
H: -4.764 -2.311 1.808  0.24
P: -0.367 -0.990 0.855  1.06
H: 3.648 0.341 -1.196  0.44
H: 1.330 1.175 2.320  0.24
C: 2.681 0.690 -0.832  -1.32
H: -2.135 -1.911 -0.628  0.22
H: -1.583 -0.460 2.844  0.33
O: -3.064 -1.206 1.691  -0.37
C: 3.845 1.674 1.176  -1.59
H: -0.788 1.282 1.059  0.43
C: 2.684 0.801 0.691  1.02
H: -1.375 1.251 -2.093  0.35
C: -1.556 -0.986 -0.643  -0.97
H: 0.560 -0.937 3.015  0.28
O: 0.777 -1.297 2.148  -0.73
H: -3.279 -3.216 2.170  0.32

## Properties
**Kohn-Sham gap**: 8.79 eV
**E**: -1285.980056 Ha
**HOMO energy**: -0.2948 hartree
**SMILES string**: CCSC[PH](O)(CCC(C)C)COC
**LUMO level**: 0.8 eV

---

Entry 2:
The following is a DFT calculation (the ωB97M-V functional and the def2-TZVPD basis) of a 2-piece molecular cluster, C2H11N3 overall in a non-equilibrium geometry.

Last column: Mulliken charge in e.
Atoms and positions in Å:
H: -0.492 0.127 0.159  0.19
H: 2.102 0.098 2.411  0.24
N: 1.873 0.360 0.165  -0.46
H: -2.075 -1.654 -1.521  0.23
H: -3.091 -0.765 -0.383  0.25
H: 3.601 0.158 1.595  0.25
C: 2.513 0.589 1.538  -0.68
H: 2.584 1.649 1.804  0.25
C: -2.087 -0.741 -0.889  -0.30
H: -1.552 1.031 -1.365  0.21
H: 1.124 -0.203 -0.073  0.26
H: 2.607 0.023 -0.425  0.24
H: -3.038 0.705 -2.087  0.24
N: -2.073 0.437 -1.969  -0.57
H: -0.944 -1.136 1.013  0.17
N: -1.052 -0.678 0.027  -0.51

## Properties
**Kohn-Sham gap**: 9.82 eV
**E**: -246.969922 Ha
**HOMO energy**: -0.3252 hartree
**SMILES string**: NCN.CN
**LUMO level**: 1.0 eV

---

Entry 3:
The following is a DFT calculation (the ωB97M-V functional and the def2-TZVPD basis) of C34H72B2F20N8O12S4 as an isolated structure in a non-equilibrium geometry.

Last column: Mulliken charge in e.
Atoms and positions in Å:
H: -0.175 0.846 -0.798  0.32
O: -0.110 3.229 -5.352  -0.97
H: -1.937 4.934 3.134  0.40
N: 1.639 1.404 -4.788  -0.09
C: 1.375 -3.977 3.780  -0.99
F: 2.285 -3.242 -1.553  -0.23
C: -3.104 0.669 4.097  -1.13
N: -1.420 4.059 4.975  0.53
H: -2.352 1.431 -7.627  0.35
N: -0.786 0.192 -1.436  1.45
H: -0.385 -4.157 0.270  0.38
C: 1.735 3.652 -3.389  0.23
O: 3.689 1.432 -6.107  -0.78
F: 1.688 0.405 1.721  -0.31
O: -1.837 -1.541 -0.391  -0.55
H: -1.934 3.094 -5.331  0.19
N: 4.301 -6.493 -2.509  0.25
H: 6.215 -1.504 -4.771  0.32
H: -2.613 -0.156 -6.808  0.37
H: -3.243 4.861 4.188  0.49
C: -2.935 0.506 -0.252  0.40
H: 1.690 -7.304 3.078  0.41
H: 7.039 -0.262 -3.646  0.34
C: -1.640 2.708 4.311  -0.36
H: -0.689 -2.125 1.697  -0.73
H: -3.821 3.526 -7.097  0.34
F: 3.542 -4.136 -3.355  -0.65
H: -2.777 0.426 3.056  -0.10
F: -4.368 5.966 1.601  -0.23
C: 0.500 -5.331 1.875  -0.89
H: -2.689 0.845 0.760  -0.63
H: -4.092 0.244 4.207  0.47
C: -2.331 -7.398 4.752  -1.34
C: -3.256 6.234 -2.239  0.50
N: -2.978 2.916 -5.224  0.70
C: 0.092 -2.878 1.907  1.04
C: -3.802 3.820 -6.056  -0.88
H: -1.370 -4.423 1.785  0.43
H: -3.080 3.951 6.211  0.53
F: -6.053 4.512 2.091  -0.22
F: 4.495 -3.645 -1.309  -0.24
H: 6.875 0.048 -5.291  0.40
H: 1.459 -5.178 1.331  0.52
H: 4.024 -5.497 -2.733  0.22
H: 0.263 5.286 5.238  0.62
H: -0.862 2.075 4.748  0.46
H: 6.972 -6.710 -0.780  0.37
F: 3.810 -1.992 -2.694  0.07
H: 0.913 -1.902 3.751  0.36
H: -0.260 -7.899 4.533  0.30
N: 0.808 -5.353 3.406  0.33
H: -3.120 -6.684 4.433  0.35
H: 2.267 -3.860 3.169  0.41
H: 2.662 -6.914 -3.551  0.38
F: -0.458 0.367 1.717  -0.08
H: -2.376 7.281 3.881  0.43
H: -3.091 3.036 -4.213  -0.08
F: 2.664 -1.118 -5.158  -0.20
O: 5.344 2.368 -3.581  -0.46
C: -1.887 6.571 4.551  -0.92
F: 0.517 1.575 0.078  -0.49
H: 2.782 -6.011 3.164  0.48
B: 0.616 1.140 1.519  -0.22
H: -0.554 -1.653 -2.462  0.54
S: 0.628 2.472 -4.325  0.59
C: -5.199 4.989 1.154  0.70
H: 0.449 3.965 4.008  0.13
H: 2.065 -6.548 4.704  0.35
C: 0.048 -0.817 -2.073  -0.28
F: 0.859 -0.990 -6.332  -0.20
N: 5.071 0.151 -4.268  0.60
O: -4.894 4.068 -2.479  -0.78
H: -3.524 4.830 -5.953  0.40
H: -0.741 5.641 7.093  0.39
C: -3.341 1.434 -5.625  0.73
H: 3.758 -8.254 -3.513  0.35
F: 2.558 3.027 -2.558  -0.15
O: 1.403 1.801 -7.228  -0.62
O: -2.552 3.868 -2.742  -0.75
H: 2.713 -7.834 -2.084  0.28
C: -2.207 5.165 4.149  -0.83
H: -3.420 6.552 5.884  0.27
C: 0.100 4.247 5.017  -0.98
H: -2.214 5.513 7.877  0.49
C: -1.773 5.542 6.868  -0.97
C: 3.284 -7.462 -2.921  -0.90
C: 6.379 -0.441 -4.472  -0.88
C: -0.409 -4.215 1.393  -0.87
S: 2.255 1.264 -6.210  0.87
C: -2.365 0.919 -6.646  -0.54
C: -3.050 2.167 4.497  -0.32
H: -1.057 -7.498 2.950  0.21
H: -4.891 3.861 -5.819  0.35
H: -3.334 2.162 5.581  0.50
H: -0.811 6.724 4.340  0.35
H: 4.595 0.575 -5.132  0.36
C: -2.297 6.666 6.011  -0.58
C: 5.155 1.253 -3.224  0.57
F: 0.877 4.377 -2.671  -0.14
H: -3.961 0.101 -0.231  0.49
H: 6.311 -5.297 -1.630  0.28
S: -4.131 3.577 0.626  0.35
H: -2.458 0.074 4.805  0.39
H: -2.300 7.606 6.524  0.47
H: -2.949 1.477 -0.775  -0.52
F: 0.631 2.320 2.347  -0.10
H: 5.132 -6.659 -3.046  0.43
C: 6.116 -6.006 -0.836  -1.02
H: 0.463 3.549 5.809  0.34
F: -3.180 6.453 -3.531  -0.18
O: -3.389 3.098 1.730  -0.29
H: 0.074 -6.312 1.630  0.46
C: 4.930 0.676 -1.848  -1.01
C: 4.853 -6.736 -1.101  0.82
H: 4.441 -0.582 -3.945  0.10
H: -1.304 -4.993 3.945  0.44
F: -4.120 7.064 -1.625  -0.21
H: 0.617 -0.323 -2.887  -0.46
F: -2.097 6.443 -1.644  -0.22
S: -3.641 4.467 -1.980  1.09
H: 4.046 0.034 -1.740  0.16
H: 0.820 -1.211 -1.350  0.13
F: 2.408 4.471 -4.158  -0.21
F: -5.921 5.496 0.190  -0.19
O: -5.096 2.706 -0.026  -0.62
H: -2.290 -7.373 5.841  0.36
H: -1.184 0.858 -2.155  0.05
C: -0.997 -7.201 4.052  -0.12
C: -2.016 4.123 6.360  -0.74
C: 1.892 -6.377 3.634  -1.11
H: -0.622 -2.848 3.975  0.24
C: -0.503 -5.697 4.148  -0.89
H: -0.269 -5.459 5.233  0.39
B: 3.500 -3.201 -2.168  -0.30
O: -4.314 0.957 -5.110  -0.47
O: -0.188 1.933 -3.244  -0.52
H: 5.806 0.086 -1.547  0.43
C: -1.894 -0.384 -0.676  0.60
H: 0.972 -2.488 1.409  0.03
C: 0.384 -2.851 3.427  -0.36
H: -1.559 3.371 6.986  0.45
H: -2.642 -8.442 4.531  0.37
H: -3.779 2.821 3.924  0.21
C: 2.104 -0.600 -6.271  0.64
O: 4.103 -7.366 -0.335  -0.53
H: -1.373 1.078 -6.288  -0.10
H: 1.616 -3.959 4.816  0.45
N: -3.250 4.334 -0.413  -0.13
H: 6.029 -5.543 0.151  0.29
H: -1.401 2.874 3.262  0.14
H: 4.840 1.573 -1.211  0.36
F: 2.748 -1.148 -7.351  -0.26

## Properties
**Net charge**: +2
**Kohn-Sham gap**: 8.61 eV
**E**: -6319.284870 Ha
**HOMO energy**: -0.4768 hartree
**LUMO level**: -4.4 eV

---

Entry 4:
The following is a DFT calculation (the ωB97M-V functional and the def2-TZVPD basis) of C23H36BrNiO6P2 as an isolated structure.

Last column: Mulliken spin population.
Atoms and positions in Å:
H: -2.806 4.960 -2.256  0.00
C: -2.269 -4.762 2.360  0.01
C: -4.329 -5.343 1.220  0.00
C: 1.273 -2.650 -1.935  0.00
H: -0.794 -2.511 -2.536  0.00
C: 3.764 1.213 -2.421  0.00
H: 2.858 2.814 0.256  0.00
H: 0.612 -2.269 3.089  0.00
C: 1.100 4.044 0.406  0.00
H: -2.425 3.987 0.619  0.00
C: -0.206 -4.213 3.484  0.01
C: -1.209 -5.105 3.233  0.00
C: 2.546 3.745 0.723  0.00
C: -2.267 -3.473 1.769  -0.10
H: 3.938 -0.761 -1.592  0.00
C: -3.350 -3.199 0.899  0.00
H: 0.909 1.887 -1.947  0.00
H: -4.741 3.558 -0.251  0.00
H: -0.487 5.421 0.921  0.00
C: -0.215 -2.939 2.876  -0.05
H: 5.999 0.433 -0.905  0.00
O: -1.471 1.151 0.722  0.02
C: -4.356 -4.069 0.611  0.00
C: 3.892 0.273 -1.244  0.00
H: -4.046 2.791 -1.683  0.00
H: 2.920 0.952 -3.059  0.00
C: -1.225 -2.535 2.029  0.17
C: 0.291 1.193 -1.375  0.00
O: 0.319 2.873 0.817  -0.01
H: 3.181 4.553 0.361  0.00
C: -3.883 3.001 -0.626  0.00
H: 0.601 -4.479 4.154  0.00
P: 1.277 -0.182 -0.733  0.00
H: 2.167 -4.367 -1.050  0.00
H: -0.298 -4.097 -1.947  0.00
Br: -3.392 -1.454 0.077  0.08
H: 1.630 -2.892 -2.937  0.00
Ni: -1.254 -0.788 1.176  1.84
O: 0.623 -0.750 0.478  0.03
H: 1.127 6.133 0.873  0.00
H: -5.156 -3.801 -0.062  0.00
H: 2.686 3.651 1.800  0.00
P: -0.648 2.072 -0.113  0.00
H: -1.209 -6.084 3.693  0.00
H: -1.721 5.687 -1.061  0.00
C: -0.186 -3.023 -1.793  0.01
H: -3.817 2.065 -0.076  0.00
H: 5.081 -0.075 0.517  0.00
C: -3.313 -5.674 2.070  0.00
C: -2.629 3.826 -0.444  0.00
H: 4.665 1.146 -3.030  0.00
H: -0.449 0.773 -2.060  0.00
H: 1.812 -3.092 0.114  0.00
C: 2.169 -3.287 -0.895  0.00
H: -3.470 5.754 -0.825  0.00
H: 5.042 1.615 -0.008  0.00
H: 0.958 4.172 -0.674  0.00
C: 0.562 5.244 1.152  0.00
H: -5.120 -6.046 1.005  0.00
C: -2.652 5.137 -1.193  0.00
H: -0.550 -2.797 -0.792  0.00
H: -3.291 -6.649 2.539  0.00
H: 3.198 -2.944 -0.992  0.00
O: -1.481 3.066 -0.987  0.00
O: 1.413 -1.166 -1.944  0.00
H: 0.663 5.093 2.226  0.00
C: 5.073 0.581 -0.350  0.00
H: 3.666 2.246 -2.086  0.00
O: 2.700 0.366 -0.387  0.00

## Properties
**Net charge**: +1
**Kohn-Sham gap (spin up / spin down)**: 8.54 / 7.51 eV
**E**: -6114.506871 Ha
**Spin multiplicity**: 3
**HOMO energy (spin up / spin down)**: -0.3809 / -0.3808 hartree
**LUMO level (spin up / spin down)**: -1.8 / -2.9 eV